A structure of composition C32H32BrN3Sc, computed with wB97M-V/def2-TZVPD.

The geometry in XYZ format:
```
69
Properties=species:S:1:pos:R:3:forces:R:3:mulliken_charge:R:1
H 1.819761 1.576537 -2.269503 0.06 -0.04 -0.03 0.21
C 0.152384 -1.748737 1.764368 -0.02 0.19 0.44 0.75
H 3.669843 -3.457593 -0.833496 0.02 0.00 -0.05 0.48
H 1.848969 -1.368122 -2.127775 0.01 0.03 0.03 0.11
C -0.909620 4.152403 -1.417533 -0.05 0.08 -0.02 -0.78
C 0.329347 2.178744 -0.859289 0.06 0.12 0.06 0.52
H -2.564213 -4.226572 -1.035672 -0.01 0.01 0.05 0.35
H 2.701839 -3.757754 0.617115 -0.02 -0.04 0.05 0.32
C 1.073767 2.319917 -2.023306 -0.09 -0.07 0.14 -0.23
C -0.171363 4.296212 -2.583105 -0.05 0.08 -0.01 -0.48
H -1.931693 3.676354 5.229695 0.00 0.00 0.01 0.36
H -4.041444 3.560110 3.920959 0.03 -0.01 0.00 0.36
C 0.819988 3.376055 -2.879658 0.07 -0.02 -0.06 -0.59
N -2.266447 0.557981 0.966808 -0.07 -0.18 0.39 1.14
C -5.652439 -0.902373 0.628968 -0.10 -0.01 -0.03 -0.76
C -1.616592 -4.233178 -0.504545 0.04 0.01 0.04 -0.97
H -3.284886 1.446240 -1.312728 -0.02 -0.03 0.01 0.43
H -4.098666 -0.969834 2.111203 0.03 -0.01 0.01 0.46
H 2.906710 -2.108120 0.025754 0.00 0.05 0.03 0.21
H -1.689522 4.863329 -1.177844 -0.02 0.02 0.00 0.40
H -0.371070 5.116505 -3.258900 -0.02 0.03 -0.02 0.37
H -0.088161 -6.379444 1.620868 0.04 0.00 0.05 0.34
H 2.564357 -2.756340 -2.974319 0.06 0.00 -0.05 0.48
H -0.221951 0.727302 2.637284 0.05 -0.12 0.07 -0.75
Sc -0.920377 -0.785445 -0.019973 0.11 -0.19 -0.40 -1.14
C -2.012761 3.022991 4.370928 0.01 0.08 0.09 -0.52
H -4.223678 2.101008 1.975101 0.00 0.01 0.00 0.42
H -0.018057 2.248254 4.539391 -0.02 0.01 0.01 0.41
N 0.417333 -2.716098 -0.379538 -0.07 -0.05 -0.13 0.89
H -1.247953 2.972193 0.349277 -0.05 0.03 0.06 0.37
C -1.193931 -5.406962 0.055340 -0.02 -0.01 -0.03 -0.63
C 1.701308 -2.412719 -2.402102 0.04 -0.02 0.02 -1.61
C -0.945735 2.229533 3.977232 0.15 -0.02 0.07 -0.78
Br -1.131642 -0.369786 -2.619848 -0.12 0.13 -0.10 -0.57
H -5.484486 0.837073 -2.270944 -0.02 -0.01 0.00 0.39
C 0.130947 -2.994562 0.998107 0.32 0.28 0.78 1.26
C -3.561638 0.298256 0.469878 -0.18 -0.26 -0.35 -0.35
C 0.266339 -4.284001 1.644370 0.03 -0.08 -0.23 0.54
N 0.553517 1.072265 0.010803 0.25 -0.01 0.02 -0.02
H 1.370252 -5.433890 -0.792912 0.00 0.00 0.02 0.35
C -3.965345 0.802362 -0.768123 0.08 -0.01 0.18 -0.23
C 0.833634 -4.252861 2.965911 0.01 -0.23 -0.05 -1.11
C 1.386687 -4.736592 -1.624469 0.07 -0.02 -0.06 -1.80
C 1.539957 -3.288165 -1.163382 0.03 0.01 0.09 1.51
C -5.198232 0.451458 -1.299888 0.01 0.06 -0.05 -0.77
H 0.574268 -0.975907 3.723878 -0.04 0.14 -0.02 0.32
H 1.393157 3.470494 -3.792783 0.01 0.00 -0.02 0.38
C -4.422343 -0.566262 1.159592 0.02 0.11 -0.07 0.24
H -7.002511 -0.672680 -1.028171 -0.02 -0.01 0.00 0.37
H 0.475504 -4.863310 -2.204454 -0.04 -0.01 -0.02 0.33
H 1.503761 0.722311 -0.045763 -0.02 0.03 -0.01 0.36
H 1.365348 -3.103531 4.646080 0.01 0.00 0.02 0.37
C -0.250490 -5.439742 1.102940 0.00 -0.04 -0.03 -1.29
H 0.361195 1.316142 0.979963 0.08 0.07 -0.10 0.07
C -3.188359 2.951923 3.636990 -0.09 0.04 0.00 -0.67
H 0.817327 -2.451816 -3.032596 -0.07 -0.03 -0.03 0.34
H 1.101532 -5.197604 3.427210 -0.01 -0.02 0.01 0.32
C -1.040222 1.389309 2.884191 -0.11 -0.08 -0.06 0.43
C -0.665967 3.101026 -0.551817 0.15 -0.15 -0.06 -0.23
C 0.961360 -3.092347 3.638774 0.06 0.18 0.14 -0.98
C 0.536969 -1.838947 3.067846 0.00 -0.14 -0.26 -0.24
H 2.237784 -4.984935 -2.265494 -0.01 0.02 0.00 0.52
C -3.298413 2.124310 2.535197 0.08 -0.09 -0.02 -0.53
C -1.005445 -2.954609 -0.293616 -0.46 -0.11 -0.36 0.57
H -1.714105 -6.331386 -0.180563 -0.02 0.04 -0.04 0.34
C 2.781749 -3.147225 -0.280900 -0.06 0.00 -0.05 -1.52
C -6.045790 -0.394329 -0.605145 -0.07 -0.03 -0.01 -0.38
C -2.219581 1.310230 2.117455 -0.01 0.33 -0.11 0.18
H -6.303966 -1.579740 1.167692 -0.01 -0.01 0.00 0.37
```
Forces are in eV/Å.

Values from the calculation:
- LUMO energy: 2.66 eV
- Total charge: -1
- ΔE to the lowest compared entry with this formula, charge and spin: 109.2 kJ/mol
- Calculated total energy: -4737.7039 Eh
- Molar mass: 583.489 g mol⁻¹
- HOMO: -4.04 eV

***

A structure of composition C32H32FN4O5RuS, computed with wB97M-V/def2-TZVPD.

The geometry in XYZ format:
```
76
Properties=species:S:1:pos:R:3:forces:R:3:mulliken_charge:R:1
H 3.941907 -0.955559 -1.326401 -0.02 -0.01 0.00 0.64
H -6.210724 0.232500 -4.112195 0.01 0.00 0.00 0.37
C -4.929410 -1.488705 -4.075580 0.01 -0.03 0.02 -0.60
C 5.667687 0.331113 -1.517484 -0.02 -0.04 -0.01 -0.12
O 1.577755 -0.275659 -0.564383 0.05 0.08 0.01 -0.78
H -0.616004 -2.967279 5.685104 0.01 0.01 0.00 0.27
H -4.723161 -1.292215 0.974243 -0.01 0.00 0.00 0.54
N 3.194250 3.453442 -0.549432 -0.09 0.03 0.04 -0.05
C -4.029993 -0.927118 1.722756 0.05 0.05 0.04 -0.73
C 1.278731 2.047684 -0.361921 -0.01 0.16 0.04 0.20
H -0.159694 -1.382353 5.015768 0.01 0.00 0.01 0.39
N -3.500246 -3.232225 2.259838 0.04 -0.12 0.02 0.12
N -3.171478 0.172314 -2.631058 0.02 0.02 0.11 0.22
C 0.648981 -5.747876 1.593458 -0.01 0.01 -0.01 -0.98
C 2.078512 0.850906 -0.598803 0.01 -0.02 -0.08 1.56
C -1.261706 -4.253025 1.756310 0.03 0.12 -0.09 0.75
C -3.024687 0.854984 2.967171 0.01 0.00 0.01 -0.84
H -4.475007 1.148560 1.405212 -0.01 0.00 0.01 0.48
Ru -0.923575 -0.546809 -0.120492 -0.70 -0.31 -0.34 1.15
H -3.507418 -2.916927 -3.331260 -0.03 -0.02 0.02 0.22
H -1.278193 -6.337265 2.289086 0.00 -0.01 0.00 0.42
C 4.020219 2.423964 -0.801709 0.06 -0.08 -0.04 0.39
C 6.019558 4.022244 -0.813070 0.04 -0.04 0.00 -0.95
C 3.497845 1.092404 -0.875567 0.01 0.03 -0.02 0.13
O -1.747984 -2.389451 4.117063 0.00 0.04 0.00 -0.39
C -0.130051 1.651170 -0.072533 0.09 0.14 0.00 -0.10
C 5.429815 2.661463 -1.019657 -0.06 -0.03 0.01 0.75
C -2.943018 -1.126063 -2.657977 -0.10 -0.08 -0.05 0.58
C -2.414158 -1.417130 3.473109 -0.01 0.00 0.02 1.09
O -0.429531 1.304489 1.079287 0.23 -0.01 0.13 -0.58
H -1.633887 -1.548709 6.019473 0.01 0.01 0.00 0.39
C -0.992882 -2.032985 5.282969 -0.01 -0.01 0.00 -0.99
C 3.677741 4.876355 -0.615624 -0.02 -0.07 0.02 -0.32
C 5.079706 4.933204 -0.039288 0.00 0.03 0.00 -1.07
C 3.552266 5.365477 -2.052690 0.00 0.04 -0.01 -1.29
N -3.749477 -1.937926 -3.318920 0.08 0.02 0.02 -0.17
H 1.448430 -2.640631 0.462105 0.00 0.04 -0.01 0.53
H 4.121337 4.745137 -2.745101 0.02 0.00 0.00 0.39
C -3.888502 0.432261 1.963459 0.02 -0.05 -0.05 -0.75
H 1.084649 -6.726082 1.733450 0.01 -0.01 0.00 0.44
H 2.993769 5.432170 0.025094 0.05 0.01 0.03 0.54
H 5.054048 4.640235 1.012607 -0.01 0.01 0.00 0.39
H -4.561644 1.704388 -2.840872 -0.03 -0.02 0.01 0.40
C 1.406685 -4.705400 1.070408 0.01 -0.02 0.01 -0.51
F 6.429858 -0.663421 -1.880827 0.02 0.00 0.01 -0.25
H 6.966909 3.906408 -0.283886 0.01 0.03 -0.03 0.56
H 3.931278 6.384811 -2.115609 -0.01 0.01 0.00 0.39
C 6.218650 1.601832 -1.399040 0.01 0.00 0.04 -0.73
O -0.862334 1.285316 -1.073314 0.13 -0.02 -0.03 -0.98
C 0.858589 -3.446682 0.876811 -0.07 -0.09 0.07 -0.47
H -3.913141 1.084862 -4.361955 -0.02 0.02 0.01 0.33
H -4.658727 -1.377968 -5.126725 -0.01 0.02 0.01 0.31
C -4.276606 0.799506 -3.372654 0.02 -0.01 -0.02 -0.62
H 1.287562 4.173735 -0.147411 -0.03 -0.02 0.02 0.55
C -0.673492 -5.523985 1.907836 0.04 0.06 -0.02 -0.87
H 2.439183 -4.879446 0.798471 0.01 -0.01 0.00 0.47
H 2.513108 5.376761 -2.380594 -0.01 -0.01 0.00 0.40
O -1.001603 -1.990184 1.038570 0.09 -0.23 0.35 -0.26
H -5.680819 -2.271943 -3.997659 0.00 0.02 -0.03 0.38
C -3.289799 -1.830885 2.465676 -0.03 -0.01 -0.04 -0.03
H 5.426194 5.964954 -0.074322 0.02 -0.01 -0.01 0.42
H -5.859324 -0.364031 -2.494775 0.00 0.00 0.00 0.26
C -2.661169 -4.210051 2.075141 0.06 0.14 -0.04 -0.38
C -2.296279 -0.051029 3.721746 -0.02 -0.04 -0.03 -0.59
H -1.643891 0.306085 4.504157 0.01 0.00 0.01 0.50
H 6.275053 4.441685 -1.791516 -0.03 0.01 0.00 0.40
C 1.844920 3.265745 -0.331526 0.06 -0.01 -0.13 0.10
C -5.427806 -0.183662 -3.481111 -0.01 0.01 -0.02 -0.58
C -0.462390 -3.205397 1.223304 -0.29 -0.05 0.03 0.61
H -4.461327 -3.524580 2.403958 0.01 -0.01 0.01 0.34
H -2.924011 1.910492 3.179632 -0.01 0.01 0.00 0.48
C 4.316718 0.054856 -1.239068 0.01 0.09 0.03 -0.69
H -3.131009 -5.185384 2.155609 0.01 -0.01 0.00 0.50
S -1.535096 -1.871304 -1.919546 0.30 0.20 0.05 -0.39
H -2.498367 0.761635 -2.162409 -0.01 0.00 -0.09 0.08
H 7.277706 1.732197 -1.582914 0.01 0.01 0.00 0.60
```
Forces are in eV/Å.

Values from the calculation:
- 2S+1: 5
- LUMO energy (spin up / spin down): -8.49 / -11.31 eV
- Total charge: +3
- ΔE to the lowest compared entry with this formula, charge and spin: 43.5 kJ/mol
- Calculated total energy: -2425.8760 Eh
- Expectation value of S²: 6.053
- Molar mass: 704.766 g mol⁻¹
- HOMO (spin up / spin down): -15.54 / -15.56 eV

***

A cluster of 2 separate species, C32H33BF6N2O2S in total, computed with wB97M-V/def2-TZVPD.

The geometry in XYZ format:
```
77
Properties=species:S:1:pos:R:3:forces:R:3:mulliken_charge:R:1
F 3.999702 3.343430 -4.310251 -0.97 -0.04 0.78 -0.29
C -4.855047 0.928731 -2.612405 -0.42 0.34 0.28 -1.35
H 0.315890 2.662559 -2.984087 0.14 -0.02 0.24 0.56
H 4.728136 0.596829 -1.729759 0.05 -0.07 0.20 0.17
C 2.944356 3.218562 -3.446377 0.39 0.63 0.21 0.81
C -1.763568 2.317630 3.824873 -0.10 -0.81 -0.64 1.32
H 4.870968 0.612706 0.052601 0.04 -0.04 -0.18 0.31
H 4.732592 -3.032720 0.180090 0.09 0.01 -0.17 0.38
H -3.890386 1.907927 3.562882 0.39 -0.22 -0.20 0.22
H -3.702236 -1.707513 -2.411771 0.06 0.21 -0.03 0.37
C 2.996149 0.789340 -3.956944 -0.04 0.07 0.19 -1.12
H 0.704503 0.882327 2.025866 -0.17 -0.04 -0.04 0.37
C -1.392391 0.368324 1.771244 0.05 0.27 0.68 0.59
F 4.476296 -1.620344 -3.822168 -1.06 -0.02 -0.61 -0.25
H 0.665690 -1.608967 -3.445227 0.11 0.19 0.11 0.48
C 0.906794 1.775390 -3.178733 0.17 -0.73 0.22 -1.42
C 4.940283 -2.468442 -0.741594 -0.31 -0.02 -0.05 -1.07
H -0.091684 2.668582 6.085479 -0.10 0.13 -0.08 0.36
C -0.483537 2.096753 3.263151 -0.35 -0.21 -0.03 -0.92
H 2.553771 -3.330740 -0.563859 -0.16 0.18 0.07 0.55
H 0.209646 -3.217011 0.233871 0.15 0.11 -0.01 0.38
C 0.339155 0.493510 -3.024276 0.97 0.25 -0.08 1.01
C 2.851071 -1.181195 -0.561238 -0.85 -0.03 0.36 0.30
C 2.399945 -0.463413 -3.898004 -0.20 -0.09 -0.21 0.37
H -0.995559 4.149299 6.496700 0.16 -0.09 -0.18 0.28
C 4.990704 -0.009594 -0.848475 -0.23 -0.01 0.00 -0.79
H -3.451672 2.237314 6.139947 0.00 0.13 -0.05 0.34
H -0.031611 4.073957 4.998625 -0.12 0.00 0.25 0.31
H 6.039349 -0.308113 -0.934629 -0.23 0.29 0.00 0.26
H -0.601682 -1.501620 2.053632 0.85 1.22 -0.27 0.30
F 2.645537 -2.832219 -3.755427 0.48 0.99 -0.62 -0.27
C -3.129725 3.182456 5.673448 0.02 -0.14 -0.24 -1.00
C -1.050079 -0.971843 1.138603 -1.29 -2.52 3.59 0.01
C 0.137173 -1.059590 0.247595 0.55 -0.43 -0.61 0.47
O -3.432650 -2.174559 1.276205 -0.03 -1.24 0.76 -0.45
C -2.976889 -4.254739 2.356820 0.39 -0.05 0.25 -0.36
N -1.871042 3.045310 4.973087 -0.15 0.90 0.63 0.10
H -2.722361 -5.170223 1.805294 0.04 0.31 0.19 0.28
C -2.685952 0.727845 2.205466 0.55 0.01 -0.46 -0.79
C -0.963216 0.267230 -2.417900 -1.67 -0.73 -1.00 0.76
H 4.014385 0.908201 -4.314476 -0.12 -0.01 0.19 0.54
F 3.260343 -1.877667 -5.638030 -0.04 0.16 0.91 -0.30
O -1.790685 -3.396125 2.414943 -0.82 0.08 -0.26 -0.38
H 6.004985 -2.216804 -0.777036 -0.27 -0.32 0.01 0.28
C 2.176696 0.059244 -0.481103 0.40 -0.49 -0.35 -0.06
H -4.449377 -3.915789 0.754552 0.06 0.17 0.24 0.22
C 2.243713 1.890044 -3.559692 0.02 0.10 -0.35 0.03
H 2.722689 0.980944 -0.703686 -0.36 -0.30 0.07 0.49
C -4.061031 -3.425271 1.656150 -0.39 0.39 0.01 -0.38
C 3.183203 -1.686439 -4.292152 0.59 -0.89 0.34 0.85
C -3.029174 -0.855515 -2.384492 -0.08 1.15 0.03 -0.87
C 0.756994 -2.300688 0.013110 -0.04 0.74 0.07 -1.40
F 2.110529 4.278341 -3.655216 0.77 -0.82 0.21 -0.28
H -3.278981 -4.516913 3.377995 0.24 0.03 -0.23 0.25
H -3.552084 0.238799 1.758555 0.22 0.02 0.21 0.51
H 4.693547 -3.097044 -1.611691 0.11 0.02 0.24 0.30
H -5.205359 1.542442 -1.771721 -0.09 -0.09 -0.23 0.32
H 0.337739 1.061811 -0.135663 0.08 -0.24 0.11 0.91
H -2.993920 3.935672 6.454948 -0.26 -0.16 -0.18 0.30
S -2.142687 1.565038 -2.244722 0.30 -0.87 -0.64 -0.27
H -1.090790 -1.909076 -2.446382 -0.06 0.07 -0.08 0.45
H -4.885106 -3.205822 2.345409 0.06 -0.06 -0.26 0.30
C 1.094740 -0.613407 -3.467116 -0.12 0.24 0.27 -0.73
F 3.468636 3.359144 -2.170490 -0.49 0.03 -1.27 -0.26
C 0.832621 0.092684 -0.161407 -0.14 -0.27 0.55 -1.20
C 2.078941 -2.364966 -0.401082 0.57 0.31 -0.17 -0.88
C -0.317764 1.120170 2.296952 -0.44 0.06 0.25 -0.98
H -3.915815 3.506232 4.979966 0.07 0.04 0.25 0.30
H -5.516467 0.062293 -2.721340 0.09 0.21 0.06 0.36
B -2.139386 -2.258468 1.739340 0.71 2.20 -3.67 0.65
C -3.466071 0.465236 -2.390612 0.71 -1.34 0.13 0.67
C -0.683278 3.502877 5.672732 0.01 -0.11 -0.21 -1.00
C -1.617515 -0.965236 -2.409239 0.22 1.17 0.11 -0.51
H -4.915277 1.530565 -3.531697 -0.05 -0.15 0.29 0.32
C -2.881863 1.677886 3.205457 0.55 0.50 0.52 -0.73
H 0.397249 2.617383 3.642270 -0.34 -0.27 -0.09 0.23
N 4.199219 -1.222927 -0.765715 1.13 -0.02 -0.31 0.35
```
Forces are in eV/Å.

Values from the calculation:
- LUMO energy: 0.05 eV
- SMILES: CN(C)c1ccc(C(B2OCCO2)c2ccc(N(C)C)cc2)cc1.Cc1ccc(-c2cc(C(F)(F)F)cc(C(F)(F)F)c2)s1
- ΔE to the lowest compared entry with this formula, charge and spin: 48.5 kJ/mol
- Calculated total energy: -2521.4398 Eh
- Molar mass: 634.495 g mol⁻¹
- HOMO: -6.47 eV

***

- Which formula does entry 1 have?
  C32H32BrN3Sc

***

- Number 2 is which compound?
  C32H32FN4O5RuS